1.
{"formula": "C48H40F6N3O6PS2", "method": "ωB97M-V/def2-TZVPD", "lumo_ev": -0.9, "gap_ha": 0.2981, "charge": 0, "smiles": "O=C1c2c(S)ccc(CCSc3nnco3)c2C(=O)N1P(=O)(O)O.Fc1ccccc1.Fc1ccccc1.Fc1ccccc1.Fc1ccccc1.Fc1ccccc1.Fc1ccccc1", "energy_ev": -114441.911, "multiplicity": 1, "symbols": ["O", "C", "C", "C", "S", "C", "C", "C", "C", "C", "S", "C", "N", "N", "C", "O", "C", "C", "O", "N", "P", "O", "O", "O", "H", "H", "H", "H", "H", "H", "H", "H", "H", "H", "F", "C", "C", "C", "C", "C", "C", "H", "H", "H", "H", "H", "F", "C", "C", "C", "C", "C", "C", "H", "H", "H", "H", "H", "F", "C", "C", "C", "C", "C", "C", "H", "H", "H", "H", "H", "F", "C", "C", "C", "C", "C", "C", "H", "H", "H", "H", "H", "F", "C", "C", "C", "C", "C", "C", "H", "H", "H", "H", "H", "F", "C", "C", "C", "C", "C", "C", "H", "H", "H", "H", "H"], "xyz": [[5.9062, 0.3622, -2.7614], [5.0353, 0.6684, -3.5186], [4.4177, 2.0514, -3.7425], [4.8107, 3.2609, -3.2479], [6.2262, 3.4725, -2.2104], [4.0631, 4.3845, -3.5922], [2.9544, 4.2432, -4.3841], [2.5297, 3.0181, -4.8738], [1.2721, 2.8683, -5.7169], [0.3499, 1.8963, -4.9416], [-1.3100, 2.6167, -4.5985], [-1.8620, 1.4394, -3.4048], [-2.8036, 0.5856, -3.4207], [-2.6854, -0.0657, -2.1967], [-1.7211, 0.4385, -1.5590], [-1.1253, 1.4324, -2.2745], [3.2944, 1.9269, -4.5566], [3.1324, 0.4624, -4.9573], [2.2748, -0.0574, -5.6130], [4.2740, -0.1306, -4.3967], [4.5994, -1.8176, -4.5949], [5.5465, -2.0299, -5.6677], [5.2645, -2.4262, -3.2505], [3.2782, -2.6737, -4.8870], [6.6914, 2.2599, -1.8419], [4.3656, 5.3571, -3.2129], [2.3965, 5.1470, -4.6238], [1.5234, 2.4260, -6.6856], [0.7972, 3.8477, -5.8391], [0.8011, 1.7246, -3.9578], [0.1969, 0.9417, -5.4451], [-1.3159, 0.1782, -0.5872], [4.5873, -2.3758, -2.5553], [2.5398, -2.4613, -4.2929], [2.6414, 3.6327, -1.1023], [2.8371, 2.9341, 0.0315], [2.1217, 1.7703, 0.2376], [2.3283, 1.0481, 1.4058], [3.2359, 1.5030, 2.3536], [3.9435, 2.6779, 2.1326], [3.7476, 3.3965, 0.9614], [1.4126, 1.4372, -0.5106], [1.7801, 0.1301, 1.5774], [3.3912, 0.9409, 3.2653], [4.6477, 3.0343, 2.8728], [4.2965, 4.3091, 0.7686], [-1.4416, -0.2544, 1.2429], [-0.9056, 0.2022, 2.4031], [-1.5084, -0.1299, 3.5968], [-0.9589, 0.3329, 4.7836], [0.1797, 1.1294, 4.7573], [0.7713, 1.4579, 3.5449], [0.2287, 0.9868, 2.3576], [-2.3998, -0.7428, 3.5937], [-1.4184, 0.0732, 5.7283], [0.6058, 1.4939, 5.6830], [1.6563, 2.0821, 3.5233], [0.6803, 1.2259, 1.4025], [1.1900, 2.7833, 5.1879], [0.6162, 3.9672, 4.8883], [-0.1327, 4.6152, 5.8500], [-0.7185, 5.8345, 5.5406], [-0.5568, 6.3826, 4.2749], [0.1960, 5.7146, 3.3186], [0.7921, 4.5007, 3.6276], [-0.2537, 4.1676, 6.8281], [-1.3021, 6.3568, 6.2871], [-1.0184, 7.3317, 4.0347], [0.3192, 6.1388, 2.3307], [1.3902, 3.9682, 2.8973], [1.3789, -3.4336, -3.6353], [0.1081, -3.4590, -4.1084], [-0.4455, -2.2978, -4.6010], [-1.7432, -2.3190, -5.0905], [-2.4736, -3.4980, -5.0719], [-1.9017, -4.6598, -4.5676], [-0.5987, -4.6437, -4.0862], [0.1370, -1.3836, -4.6012], [-2.1813, -1.4118, -5.4850], [-3.4875, -3.5117, -5.4495], [-2.4705, -5.5800, -4.5482], [-0.1336, -5.5403, -3.6974], [-1.9626, -4.6557, 6.0544], [-1.8382, -4.7175, 4.7137], [-1.9479, -3.5579, 3.9734], [-1.8162, -3.6185, 2.5938], [-1.5869, -4.8386, 1.9727], [-1.4838, -5.9975, 2.7316], [-1.6047, -5.9384, 4.1128], [-2.1352, -2.6193, 4.4748], [-1.8937, -2.7151, 2.0035], [-1.4888, -4.8856, 0.8957], [-1.3092, -6.9492, 2.2472], [-1.5190, -6.8290, 4.7216], [-4.4315, -1.8349, 2.2767], [-5.4801, -2.6002, 2.6453], [-6.5923, -2.6570, 1.8301], [-7.6673, -3.4476, 2.2110], [-7.6201, -4.1600, 3.4027], [-6.4947, -4.0872, 4.2125], [-5.4142, -3.3068, 3.8290], [-6.6129, -2.0878, 0.9097], [-8.5429, -3.5072, 1.5781], [-8.4620, -4.7723, 3.6993], [-6.4578, -4.6386, 5.1429], [-4.5263, -3.2439, 4.4418]], "lowdin_charge": [0.12, -0.35, -0.09, -0.54, 0.85, -0.09, -0.01, -0.17, -0.15, -0.45, 0.97, -0.72, 0.08, 0.06, -0.17, 0.01, -0.04, -0.34, 0.13, 0.03, 0.45, -0.23, -0.09, -0.09, -0.11, 0.12, 0.13, 0.13, 0.10, 0.07, 0.06, 0.11, 0.08, 0.04, 0.07, -0.27, -0.01, -0.16, -0.10, -0.07, -0.02, 0.12, 0.12, 0.13, 0.11, 0.12, 0.02, -0.24, -0.02, -0.04, -0.07, -0.08, -0.03, 0.09, 0.11, 0.12, 0.08, 0.06, -0.08, -0.25, 0.00, -0.08, -0.09, -0.06, 0.00, 0.12, 0.11, 0.10, 0.11, 0.10, 0.03, -0.26, -0.01, -0.07, -0.08, -0.07, -0.01, 0.10, 0.10, 0.11, 0.11, 0.12, 0.06, -0.29, -0.04, -0.08, -0.08, -0.08, -0.02, 0.09, 0.09, 0.10, 0.10, 0.12, 0.05, -0.28, -0.02, -0.08, -0.10, -0.08, -0.01, 0.12, 0.10, 0.10, 0.11, 0.10]}



2.
{"formula": "C48H40N11O2PPbTe4", "method": "ωB97M-V/def2-TZVPD", "lumo_ev": -5.2, "gap_ha": 0.2514, "charge": 2, "relative_energy_kj_mol": 53.9, "energy_ev": -114612.014, "multiplicity": 1, "symbols": ["Pb", "N", "C", "C", "C", "C", "C", "N", "C", "C", "C", "C", "C", "N", "H", "H", "H", "H", "H", "H", "H", "H", "H", "Te", "Te", "Te", "Te", "C", "N", "C", "N", "C", "N", "C", "C", "C", "C", "C", "C", "C", "N", "N", "C", "O", "C", "C", "C", "C", "C", "C", "N", "C", "N", "C", "N", "C", "H", "H", "H", "H", "H", "H", "H", "H", "H", "H", "H", "H", "H", "H", "H", "H", "O", "P", "C", "C", "C", "C", "C", "C", "C", "C", "C", "C", "C", "C", "C", "C", "C", "C", "C", "C", "H", "H", "H", "H", "H", "H", "H", "H", "H", "H", "H", "H", "H", "H", "H"], "xyz": [[-1.6153, -0.9793, -0.3365], [-0.7231, 0.9117, 2.7664], [-1.0395, -0.4149, 3.0181], [-1.2680, -0.7270, 4.3658], [-1.5537, -2.0161, 4.7363], [-1.6011, -3.0018, 3.7542], [-1.4200, -2.6149, 2.4531], [-1.1662, -1.3460, 2.0619], [-0.0556, 1.5773, 1.7454], [0.1731, 2.9515, 1.9128], [0.8142, 3.6406, 0.9117], [1.2177, 2.9531, -0.2364], [0.9290, 1.6113, -0.3091], [0.3011, 0.9200, 0.6570], [-0.8399, 1.4849, 3.5844], [-1.2039, 0.0576, 5.1102], [-1.7288, -2.2571, 5.7770], [-1.7979, -4.0388, 3.9884], [-1.5081, -3.3389, 1.6532], [-0.1624, 3.4578, 2.8120], [0.9938, 4.7032, 1.0125], [1.7287, 3.4520, -1.0487], [1.1994, 1.0468, -1.1979], [-2.8862, -3.5733, -0.8890], [-1.0083, -5.4023, -0.2240], [1.0968, -4.7214, -1.7864], [1.2126, -2.0994, -1.2825], [-1.4713, -1.2426, -6.3982], [-0.5384, -1.2929, -5.2727], [-0.6688, -1.8767, -4.0903], [0.4456, -1.6669, -3.3952], [1.2289, -0.9094, -4.2283], [0.6605, -0.6684, -5.3774], [-2.2727, 0.0372, -6.4908], [-3.2012, 0.1260, -7.5255], [-3.8901, 1.3040, -7.7513], [-3.6677, 2.4051, -6.9362], [-2.7748, 2.3063, -5.8789], [-2.0739, 1.1223, -5.6545], [-2.5674, 3.4850, -5.0253], [-2.2374, 4.6727, -5.3882], [-2.2352, 5.4519, -4.2316], [-2.5613, 4.6678, -3.2692], [-2.7777, 3.3943, -3.6847], [-2.7802, 5.0113, -1.8632], [-2.1176, 6.1030, -1.3012], [-2.3637, 6.4419, 0.0181], [-3.2582, 5.6949, 0.7813], [-3.9292, 4.6190, 0.2189], [-4.9253, 3.8210, 1.0230], [-4.6196, 2.3853, 0.9589], [-3.4519, 1.8007, 0.7042], [-3.6028, 0.4866, 0.7037], [-4.9343, 0.3280, 0.9761], [-5.5822, 1.4553, 1.1401], [-3.6875, 4.2851, -1.1094], [-2.1236, -2.1108, -6.3354], [-0.8538, -1.3447, -7.2871], [-1.5184, -2.4640, -3.7679], [2.2251, -0.5793, -3.9735], [-3.3661, -0.7265, -8.1771], [-4.5987, 1.3681, -8.5668], [-4.1856, 3.3395, -7.1111], [-1.3501, 1.0825, -4.8479], [-1.4362, 6.6804, -1.9140], [-1.8621, 7.2952, 0.4581], [-3.4480, 5.9701, 1.8137], [-5.9356, 3.9356, 0.6373], [-4.9280, 4.1392, 2.0632], [-2.5432, 2.3448, 0.4945], [-5.4183, -0.6354, 1.0417], [-4.2237, 3.4620, -1.5710], [1.8706, -2.4435, 0.8052], [3.0072, -2.4917, 1.8264], [4.6407, -2.4659, 1.0888], [4.8377, -2.9152, -0.2158], [6.1128, -2.9274, -0.7617], [7.1952, -2.5048, -0.0043], [7.0085, -2.0595, 1.2980], [5.7356, -2.0353, 1.8456], [2.8370, -3.9635, 2.8240], [1.6783, -4.7245, 2.6941], [1.5240, -5.8780, 3.4510], [2.5195, -6.2650, 4.3373], [3.6779, -5.5076, 4.4669], [3.8435, -4.3607, 3.7086], [2.9264, -1.0546, 2.8965], [3.2534, 0.1927, 2.3537], [3.2093, 1.3246, 3.1496], [2.8491, 1.2156, 4.4912], [2.5266, -0.0200, 5.0333], [2.5609, -1.1591, 4.2361], [3.9986, -3.2693, -0.7959], [6.2645, -3.2747, -1.7757], [8.1912, -2.5281, -0.4285], [7.8549, -1.7246, 1.8835], [5.5911, -1.6622, 2.8530], [0.9146, -4.4209, 1.9901], [0.6306, -6.4801, 3.3376], [2.3981, -7.1659, 4.9244], [4.4546, -5.8168, 5.1546], [4.7566, -3.7828, 3.7992], [3.5625, 0.2692, 1.3162], [3.4762, 2.2895, 2.7369], [2.8405, 2.0976, 5.1204], [2.2636, -0.1011, 6.0809], [2.3215, -2.1278, 4.6595]], "lowdin_charge": [0.77, 0.14, -0.29, 0.00, -0.03, -0.04, -0.19, -0.01, -0.35, -0.01, -0.04, -0.05, -0.17, 0.03, 0.13, 0.12, 0.13, 0.12, -0.05, 0.12, 0.12, 0.11, 0.08, 0.11, 0.14, 0.27, 0.85, -0.05, -0.10, -0.12, -0.26, -0.20, 0.16, -0.19, -0.03, -0.04, 0.00, -0.14, 0.03, -0.30, 0.14, 0.14, -0.30, 0.13, -0.13, -0.01, -0.05, -0.02, -0.22, -0.05, -0.11, -0.17, -0.05, -0.18, 0.14, 0.02, 0.14, 0.14, 0.12, 0.12, 0.13, 0.12, 0.13, 0.12, 0.12, 0.11, 0.12, 0.14, 0.13, 0.13, 0.12, 0.14, -0.70, 0.84, -0.28, -0.08, -0.06, -0.05, -0.05, -0.08, -0.28, -0.09, -0.06, -0.05, -0.05, -0.06, -0.28, -0.08, -0.07, -0.06, -0.06, -0.06, 0.04, 0.11, 0.12, 0.12, 0.11, 0.03, 0.11, 0.12, 0.12, 0.11, 0.12, 0.11, 0.11, 0.11, 0.11]}